[1]
An isolated molecule of C17H28N4O2S, computed with ωB97M-V with the def2-TZVPD basis set.

Last column: Mulliken charge in e.
Positions of all 52 atoms, in Å:
C: 4.2500 0.5432 -2.2969  -1.279
C: 3.5713 0.9062 -1.0211  0.428
C: 2.9721 2.0957 -0.7339  -0.385
S: 2.3191 2.0913 0.8571  -0.155
C: 2.9200 0.4643 1.0350  0.702
C: 2.6281 -0.3395 2.2565  -1.205
N: 1.5629 -1.2915 1.9663  0.057
C: 2.0167 -2.5458 1.4180  -0.999
C: 0.2944 -0.8153 2.0360  0.713
O: 0.0888 0.3306 2.3997  -0.691
C: -0.8636 -1.7345 1.7038  -1.793
C: -1.3089 -1.6264 0.2156  0.549
C: -0.5939 -2.7041 -0.6045  -0.430
O: -0.5365 -3.8570 -0.2098  -0.690
N: -0.0546 -2.3485 -1.7833  -0.006
C: 0.0174 -0.9988 -2.2868  -0.828
C: -0.0251 -0.0584 -1.0771  -0.080
N: -1.2068 -0.2766 -0.2869  0.753
C: -2.4122 0.3686 -0.7689  -1.976
C: -2.8225 1.5920 0.0821  2.745
C: -3.1188 1.1573 1.5159  -1.566
C: -1.6934 2.6215 0.1083  -1.741
C: -4.0748 2.2069 -0.5479  -2.011
N: 3.5230 0.0036 -0.0060  -0.541
H: 3.9019 -0.4292 -2.6390  0.298
H: 5.3252 0.4740 -2.1380  0.337
H: 4.0519 1.2913 -3.0593  0.342
H: 2.8834 2.9605 -1.3594  0.493
H: 3.5150 -0.8944 2.5691  0.560
H: 2.2890 0.3213 3.0574  0.347
H: 1.1915 -3.1831 1.1226  0.464
H: 2.6454 -2.3520 0.5443  0.253
H: 2.6155 -3.0725 2.1658  0.345
H: -1.6907 -1.3973 2.3289  0.495
H: -0.6562 -2.7787 1.9314  0.633
H: -2.3619 -1.9373 0.1964  0.670
H: 0.3573 -3.0971 -2.3228  0.277
H: -0.8277 -0.7932 -2.9576  0.247
H: 0.9455 -0.8698 -2.8495  0.473
H: 0.8514 -0.2609 -0.4564  -0.708
H: 0.0128 0.9810 -1.3991  0.686
H: -3.2462 -0.3417 -0.7700  0.597
H: -2.2729 0.7025 -1.8050  0.439
H: -3.8514 0.3526 1.5365  0.298
H: -3.5137 1.9940 2.0876  0.500
H: -2.2005 0.8243 1.9891  0.115
H: -2.0011 3.4981 0.6735  0.489
H: -1.4300 2.9412 -0.8988  0.316
H: -0.8199 2.1942 0.5926  0.187
H: -4.3942 3.0768 0.0206  0.407
H: -4.8925 1.4887 -0.5605  0.438
H: -3.8796 2.5218 -1.5715  0.432

SMILES string: Cc1csc(CN(C)C(=O)C[C@@H]2C(=O)NCCN2CC(C)(C)C)n1
ΔE to the lowest compared entry with this formula, charge and spin (kcal per mole): 4.58
E_LUMO (eV): 0.57
E (Ha): -1432.3188
HOMO-LUMO gap (eV): 8.802

=====

[2]
A structure of composition C37H29N3O2PTi in a non-equilibrium geometry, computed with ωB97M-V with the def2-TZVPD basis set.

Last column: Mulliken charge in e.
Positions of all 73 atoms, in Å:
Ti: 1.6513 0.8695 0.6450  -1.316
C: 4.2937 0.9008 1.3941  -0.571
C: 4.3281 0.6550 0.0166  -0.407
C: 3.6099 1.6743 -0.6311  -0.574
C: 3.1692 2.5919 0.3555  -0.804
C: 3.5876 2.0958 1.6139  -0.498
H: 4.7944 0.3190 2.1545  0.464
H: 4.8339 -0.1638 -0.4729  0.458
H: 3.5220 1.8068 -1.6998  0.542
H: 2.7593 3.5733 0.1616  0.624
H: 3.5043 2.6146 2.5576  0.555
C: 2.8672 -3.0890 -0.2481  -1.006
C: 2.6166 -1.9038 0.4084  -0.396
N: 1.9936 -0.8595 -0.2007  1.579
C: 1.5316 -1.0291 -1.4753  -0.173
C: 1.7512 -2.2116 -2.2165  1.135
C: 2.4729 -3.2586 -1.5748  -1.254
C: 1.2050 -2.2969 -3.5093  -1.081
C: 0.4088 -1.2729 -3.9846  -1.121
C: 0.1532 -0.1272 -3.2350  -0.901
C: 0.7468 0.0455 -1.9789  0.858
N: 0.6530 1.0868 -1.0732  1.630
C: -0.0387 2.2585 -1.2236  0.340
C: -0.6021 2.8434 -2.3597  -0.867
C: -1.2587 4.0731 -2.2771  -0.963
C: -1.3609 4.7740 -1.0984  -1.039
C: -0.7768 4.2498 0.0709  1.007
C: -0.7684 4.9174 1.3161  -1.061
C: -0.1340 4.3207 2.3825  -1.330
C: 0.4730 3.0795 2.2334  -0.409
N: 0.4764 2.4132 1.0705  1.203
C: -0.1339 2.9946 -0.0026  0.116
H: 3.3719 -3.8884 0.2800  0.412
H: 2.8763 -1.7613 1.4497  0.422
H: 2.6698 -4.1803 -2.1080  0.348
H: 1.3857 -3.1840 -4.1049  0.390
H: -0.0383 -1.3616 -4.9685  0.351
H: -0.5485 0.5869 -3.6317  0.280
H: -0.5130 2.3831 -3.3284  0.456
H: -1.6891 4.4923 -3.1794  0.385
H: -1.8612 5.7340 -1.0582  0.411
H: -1.2354 5.8897 1.4096  0.436
H: -0.0859 4.8192 3.3412  0.407
H: 0.9679 2.6025 3.0677  0.586
O: 0.1387 0.6949 4.2336  -0.742
C: 0.2862 0.0288 3.2199  0.062
O: 1.2814 0.1383 2.3910  -0.249
C: -0.7407 -1.0866 2.8852  -1.141
P: -0.5403 -1.5220 1.0944  1.473
C: -1.4431 -3.1347 1.0028  0.154
C: -2.4964 -3.4969 1.8406  -0.465
C: -3.0823 -4.7492 1.7367  -0.700
C: -2.6257 -5.6572 0.7912  -0.439
C: -1.5694 -5.3128 -0.0394  -0.701
C: -0.9789 -4.0621 0.0709  0.078
C: -1.8692 -0.4876 0.3539  0.482
C: -2.2536 0.7329 0.9053  -0.140
C: -3.1795 1.5371 0.2545  -0.691
C: -3.7340 1.1330 -0.9485  -0.670
C: -3.3485 -0.0764 -1.5103  -0.774
C: -2.4217 -0.8791 -0.8664  -0.481
H: -1.7460 -0.7749 3.1678  0.439
H: -0.4745 -1.9645 3.4792  0.612
H: -2.8639 -2.7917 2.5755  0.293
H: -3.9023 -5.0139 2.3940  0.396
H: -3.0896 -6.6325 0.7064  0.353
H: -1.2015 -6.0211 -0.7717  0.411
H: -0.1416 -3.7909 -0.5631  0.104
H: -1.8303 1.0704 1.8428  0.177
H: -3.4613 2.4886 0.6889  0.421
H: -4.4542 1.7659 -1.4520  0.383
H: -3.7683 -0.3944 -2.4573  0.395
H: -2.1190 -1.8187 -1.3139  0.334

Spin multiplicity: 3
E_LUMO (spin up / spin down) (eV): 2.43 / 2.39
E (Ha): -2933.0989
HOMO-LUMO gap (spin up / spin down) (eV): 4.522 / 6.334
Charge: -1

=====

[3]
A cluster of 3 separate species, C24H45FN3O6 in total in a non-equilibrium geometry, computed with ωB97M-V with the def2-TZVPD basis set.

Last column: Mulliken charge in e.
Positions of all 79 atoms, in Å:
C: 5.7051 -2.6062 3.9549  -0.714
O: 5.3617 -3.2993 2.7630  -0.375
C: 5.7370 -2.5526 1.6234  -0.979
C: 4.7003 -1.4935 1.2038  0.111
C: 3.4695 -2.1277 0.4751  -1.123
C: 2.1193 -1.8277 1.1723  -0.812
C: 1.2257 -0.7537 0.4524  -0.474
C: 0.4245 0.0186 1.4797  0.412
C: 0.6727 1.4029 1.7817  1.069
C: 1.7537 2.1306 0.9803  -1.824
C: 3.1874 1.6541 1.2942  1.426
C: 4.1222 2.8004 1.7547  -1.557
F: 3.7210 1.2196 0.0841  -0.370
N: 0.0735 2.1661 2.6791  -0.892
N: -0.8839 1.4999 3.3005  0.373
C: -1.2691 0.2543 3.1175  -0.111
O: -2.3193 -0.1689 3.8528  -0.560
C: -0.6322 -0.6179 2.1941  0.607
C: -1.0834 -2.0376 1.9869  -0.865
C: -2.0540 -2.0918 0.7373  -0.549
C: -1.5040 -3.0822 -0.3507  -0.482
N: -2.6034 -3.7330 -1.0525  -0.727
H: 5.0218 -2.9380 4.7413  0.247
H: 6.7361 -2.8534 4.2545  0.290
H: 5.6709 -1.5177 3.8201  0.294
H: 5.9399 -3.2044 0.7631  0.472
H: 6.6980 -2.0536 1.8407  0.385
H: 5.2181 -0.7740 0.5615  0.393
H: 4.3261 -1.0023 2.1107  -0.199
H: 3.4636 -1.8740 -0.5906  0.378
H: 3.6174 -3.2151 0.5292  0.595
H: 2.2512 -1.5264 2.2217  0.676
H: 1.5704 -2.7758 1.2224  0.200
H: 1.7612 -0.1305 -0.2623  0.792
H: 0.4830 -1.3200 -0.1301  -0.380
H: 1.7152 3.2063 1.1828  0.498
H: 1.5791 2.0246 -0.0953  0.556
H: 3.2387 0.8760 2.0607  -0.068
H: 4.2175 2.8485 2.8415  0.353
H: 5.1120 2.5260 1.3664  0.403
H: 3.8478 3.7457 1.2815  0.376
H: -1.3894 2.0344 4.0012  0.308
H: -2.0091 -0.8603 4.4520  0.384
H: -0.2505 -2.7293 1.8612  0.093
H: -1.6720 -2.3287 2.8623  0.474
H: -2.1618 -1.0990 0.2817  0.257
H: -3.0295 -2.4437 1.0806  0.494
H: -0.9220 -3.8784 0.1377  0.280
H: -0.9216 -2.5561 -1.1140  0.241
H: -3.3275 -4.0442 -0.4183  0.279
H: -3.0130 -3.0386 -1.6968  0.506
O: -3.6044 -1.9405 -2.8735  -0.737
C: -3.1761 -1.3482 -3.8337  0.977
O: -1.8700 -1.0751 -3.8950  -0.398
C: -1.2275 -0.5121 -5.0451  -0.511
C: -1.3718 0.9950 -5.0842  -0.795
C: -4.0952 -0.8463 -4.9113  -1.201
H: -1.5839 -0.9918 -5.9577  0.361
H: -0.1748 -0.7742 -4.9491  0.363
H: -2.4154 1.2984 -5.1544  0.206
H: -0.8335 1.4067 -5.9389  0.420
H: -0.9754 1.4355 -4.1692  0.193
H: -4.5667 0.0724 -4.5663  0.247
H: -4.8603 -1.6009 -5.0854  0.371
H: -3.6070 -0.6688 -5.8661  0.358
O: -3.6067 1.5023 -2.6229  -0.492
C: -3.6753 2.4571 -1.8986  0.775
O: -2.5465 2.9463 -1.3515  -0.388
C: -2.4927 4.1589 -0.5944  -0.546
C: -2.8957 3.9330 0.8483  -0.696
C: -5.0064 3.0618 -1.5272  -1.155
H: -3.0808 4.9414 -1.0751  0.396
H: -1.4539 4.4841 -0.6348  0.361
H: -3.9247 3.5825 0.9297  0.326
H: -2.8002 4.8551 1.4224  0.413
H: -2.2603 3.1676 1.2984  -0.014
H: -5.4673 2.4529 -0.7504  0.263
H: -5.6424 3.0522 -2.4098  0.347
H: -4.9513 4.0943 -1.1911  0.398

E_LUMO (eV): -4.12
E (Ha): -1656.7753
HOMO-LUMO gap (eV): 6.512
Charge: +1

=====

[4]
An isolated molecule of C11H21O2P in a non-equilibrium geometry, computed with ωB97M-V with the def2-TZVPD basis set.

Last column: Mulliken charge in e.
Positions of all 35 atoms, in Å:
C: 0.8547 2.9439 1.1845  -1.656
C: 0.0555 1.7953 0.5170  1.846
C: -1.2462 1.6592 1.2968  -1.524
C: -0.1002 2.4089 -0.9401  -1.354
C: 0.9508 0.5015 0.4972  -0.950
C: 2.0377 0.8245 -0.5738  -0.033
O: 2.9737 1.5349 -0.5114  -0.507
P: 1.6185 -0.6373 -1.6664  0.376
O: 2.6816 -1.4729 -2.1926  -0.731
C: 0.7905 -0.9111 -0.1436  -0.044
C: -0.4651 -1.8557 -0.1065  1.477
C: -0.9137 -2.1398 1.3677  -1.384
C: -0.0444 -3.1760 -0.8514  -1.734
C: -1.6798 -1.2831 -0.8347  -1.151
H: 0.3468 3.8788 1.3179  0.499
H: 1.8773 3.1685 0.7448  0.322
H: 0.9831 2.5082 2.2632  0.353
H: -1.1140 0.9915 2.2374  0.204
H: -1.6740 2.6361 1.3605  0.512
H: -2.0002 1.0222 0.7907  0.248
H: 0.5813 1.8681 -1.5823  0.340
H: 0.0911 3.4478 -1.1577  0.338
H: -1.1535 2.1564 -1.3007  0.319
H: 1.3581 0.5092 1.4461  0.762
H: 0.6455 -0.1320 -2.5758  0.109
H: 1.6099 -1.5768 0.4970  0.376
H: -1.2745 -1.2571 1.9159  0.196
H: -0.0275 -2.6783 1.7648  0.408
H: -1.8193 -2.9033 1.3962  0.348
H: 0.2531 -2.9454 -1.8273  0.476
H: 0.8236 -3.7344 -0.4667  0.393
H: -0.9867 -3.9330 -0.7936  0.320
H: -2.5932 -1.9963 -1.0727  0.317
H: -1.3326 -0.8328 -1.6968  0.389
H: -2.1079 -0.3897 -0.3036  0.139

SMILES string: CC(C)(C)[C@@H]1C(=O)[P@@H](=O)[C@@H]1C(C)(C)C
ΔE to the lowest compared entry with this formula, charge and spin (kcal per mole): 13.23
E_LUMO (eV): 0.35
E (Ha): -923.4570
HOMO-LUMO gap (eV): 9.417

=====

[5]
An isolated molecule of C22H23N3O2, computed with ωB97M-V with the def2-TZVPD basis set.

Last column: Mulliken charge in e.
Positions of all 50 atoms, in Å:
O: -0.5158 0.2099 2.2806  -0.720
C: -0.8045 -0.0441 1.1255  0.103
C: -1.6269 -1.2557 0.7434  1.397
C: -1.9809 -2.1648 1.9317  -1.135
C: -1.2211 -3.3279 1.2772  -0.565
C: -0.7942 -2.4040 0.1268  -0.732
N: -0.3690 0.7520 0.1113  0.665
C: -0.6540 0.5845 -1.2934  -0.991
C: -1.7330 1.5726 -1.7826  -1.158
C: -3.0325 1.3216 -1.0743  0.467
C: -3.2861 1.9038 0.1613  -0.081
C: -4.4476 1.6097 0.8530  -0.726
C: -5.3737 0.7331 0.3145  -0.487
C: -5.1357 0.1563 -0.9217  -0.572
C: -3.9707 0.4469 -1.6092  -0.248
C: 0.5645 1.7968 0.4600  -1.579
C: 1.9915 1.3308 0.3107  0.518
N: 2.2474 0.2641 -0.3489  -0.154
C: 3.5551 -0.1430 -0.4543  0.086
C: 3.8400 -1.3190 -1.1549  -0.358
C: 5.1417 -1.7491 -1.2769  -0.450
C: 6.1878 -1.0231 -0.7094  -0.558
C: 5.9262 0.1373 -0.0166  -0.511
C: 4.6123 0.5886 0.1179  0.238
C: 4.3147 1.8139 0.8536  0.203
O: 5.1128 2.5508 1.3893  -0.692
N: 2.9516 2.1020 0.8981  -0.106
H: -2.4897 -0.9558 0.1504  -0.135
H: -3.0460 -2.3270 2.0790  0.321
H: -1.5401 -1.8104 2.8608  0.321
H: -0.4001 -3.7265 1.8684  0.286
H: -1.8599 -4.1511 0.9634  0.263
H: 0.2734 -2.1920 0.0971  0.033
H: -1.1200 -2.7279 -0.8608  0.397
H: -0.9876 -0.4334 -1.4809  0.484
H: 0.2745 0.7415 -1.8483  0.327
H: -1.4018 2.5966 -1.6006  0.318
H: -1.8547 1.4393 -2.8585  0.558
H: -2.5690 2.5902 0.5872  0.327
H: -4.6282 2.0638 1.8157  0.413
H: -6.2795 0.5018 0.8546  0.389
H: -5.8570 -0.5247 -1.3495  0.391
H: -3.7844 -0.0108 -2.5709  0.400
H: 0.3860 2.0642 1.5073  0.629
H: 0.3997 2.6772 -0.1697  0.442
H: 3.0201 -1.8707 -1.5874  0.459
H: 5.3570 -2.6592 -1.8175  0.387
H: 7.2032 -1.3741 -0.8144  0.397
H: 6.7153 0.7195 0.4348  0.463
H: 2.6887 2.9255 1.4270  0.274

SMILES string: O=C(C1CCC1)N(CCc1ccccc1)Cc1nc2ccccc2c(=O)[nH]1
ΔE to the lowest compared entry with this formula, charge and spin (kcal per mole): 18.10
E_LUMO (eV): 0.54
E (Ha): -1166.9324
HOMO-LUMO gap (eV): 9.310

=====

[6]
A cluster of 6 separate species, C33H40B3O4PS in total in a non-equilibrium geometry, computed with ωB97M-V with the def2-TZVPD basis set.

Last column: Mulliken charge in e.
Positions of all 82 atoms, in Å:
C: 0.2294 -0.4991 3.3012  -1.072
C: -0.7926 -0.9071 2.0459  0.745
O: -2.0017 -0.0508 2.0954  -0.514
C: -1.1174 -2.5212 2.2208  -0.209
B: -0.1134 -3.3395 1.1568  0.268
O: 1.3234 -3.6064 1.4525  -0.131
B: 2.1381 -3.6205 0.2218  0.381
O: 1.5201 -4.2694 -0.9884  -0.357
B: 0.2481 -3.4794 -1.1503  0.546
P: 0.0575 -2.1795 -2.5439  -0.058
S: -0.6387 -0.4609 -1.8368  -0.280
O: -0.7960 -3.7856 -0.1094  -0.348
H: 0.8139 0.4627 2.9507  0.338
H: -0.4482 -0.3231 4.2482  0.309
H: 0.9625 -1.4225 3.4641  0.170
H: -0.1674 -0.7306 1.0580  -0.215
H: -2.6783 -0.3726 1.4103  0.312
H: -2.2545 -2.6643 1.8871  -0.149
H: -0.9347 -2.8897 3.3334  0.089
H: 3.1990 -3.1355 0.0741  -0.094
H: -0.8317 -2.6138 -3.5910  0.113
H: 1.4025 -1.8698 -3.0477  0.109
C: 3.7908 2.3530 -5.1431  -0.230
C: 3.9984 2.3401 -3.7642  -0.392
C: 3.0879 1.6956 -2.9272  -0.788
C: 1.9665 1.0672 -3.4691  0.360
C: 1.7541 1.0881 -4.8473  -0.128
C: 2.6665 1.7293 -5.6847  -0.683
H: 4.5039 2.8494 -5.7956  0.390
H: 4.8709 2.8320 -3.3415  0.382
H: 3.2518 1.6828 -1.8528  0.395
H: 1.2584 0.5628 -2.8175  -0.079
H: 0.8771 0.6035 -5.2693  0.369
H: 2.5020 1.7435 -6.7589  0.346
C: 1.5866 5.0155 -5.7275  -0.076
C: 1.1500 5.9777 -4.8174  -0.606
C: 1.3491 7.3320 -5.0839  -0.329
C: 1.9894 7.7245 -6.2596  -0.411
C: 2.4344 6.7619 -7.1654  -0.373
C: 2.2319 5.4077 -6.9007  -0.372
H: 1.4253 3.9606 -5.5227  0.377
H: 0.6533 5.6720 -3.9000  0.391
H: 1.0057 8.0818 -4.3760  0.356
H: 2.1424 8.7796 -6.4688  0.349
H: 2.9387 7.0672 -8.0789  0.349
H: 2.5766 4.6577 -7.6077  0.354
C: -3.7243 -2.9874 4.9508  -0.454
C: -4.3636 -2.4668 3.8260  -0.239
C: -5.5104 -3.0835 3.3268  -0.444
C: -6.0161 -4.2244 3.9502  -0.346
C: -5.3716 -4.7505 5.0694  -0.400
C: -4.2268 -4.1317 5.5710  -0.468
H: -2.8346 -2.5028 5.3435  0.434
H: -3.9681 -1.5792 3.3386  0.497
H: -6.0103 -2.6754 2.4522  0.374
H: -6.9111 -4.7036 3.5630  0.360
H: -5.7621 -5.6432 5.5519  0.353
H: -3.7260 -4.5404 6.4446  0.364
C: -4.9727 2.6926 -1.5749  -0.332
C: -3.7160 2.0993 -1.6910  -0.313
C: -2.8155 2.1577 -0.6278  -0.196
C: -3.1702 2.8138 0.5512  -0.556
C: -4.4235 3.4152 0.6639  -0.357
C: -5.3255 3.3535 -0.3980  -0.408
H: -5.6767 2.6410 -2.4011  0.361
H: -3.4384 1.5902 -2.6106  0.364
H: -1.8374 1.6923 -0.7174  0.304
H: -2.4699 2.8573 1.3806  0.362
H: -4.6979 3.9317 1.5804  0.356
H: -6.3030 3.8201 -0.3091  0.352
C: 5.3313 -3.5573 5.8774  -0.396
C: 5.4511 -2.6978 4.7858  -0.419
C: 4.4631 -2.6769 3.8019  -0.529
C: 3.3562 -3.5194 3.9072  0.180
C: 3.2410 -4.3857 4.9941  -0.518
C: 4.2271 -4.4040 5.9800  -0.396
H: 6.0979 -3.5686 6.6474  0.352
H: 6.3149 -2.0429 4.7023  0.356
H: 4.5552 -2.0044 2.9530  0.359
H: 2.5850 -3.5016 3.1421  0.404
H: 2.3813 -5.0467 5.0733  0.371
H: 4.1359 -5.0774 6.8281  0.363

SMILES string: C[C@H](O)CB1OBOB([PH2]=S)O1.c1ccccc1.c1ccccc1.c1ccccc1.c1ccccc1.c1ccccc1
E_LUMO (eV): -1.18
E (Ha): -2396.6335
HOMO-LUMO gap (eV): 7.869

=====

> The lowest E belongs to which entry?

C37H29N3O2PTi

=====

> What is the E in the sixth record?

-2396.6335 Ha

=====

> The lowest E belongs to which entry?

C37H29N3O2PTi

=====

> Which of these has the lowest E?

C37H29N3O2PTi